31
Properties=species:S:1:pos:R:3:forces:R:3:nbo_charge:R:1 method="wB97M-V/def2-TZVPD" homo_lumo_gap_ev="5.8548 / 7.8017" e_tot_ha=-745.76884 e_homo_ev="-7.75 / -8.38"
C -3.867007 4.238667 1.098718 -3.67 -0.13 3.92 0.8110
C 2.603867 -3.472125 -3.817226 -0.34 1.19 -2.21 -0.4213
C 3.658028 -5.536774 -3.140677 -0.41 -1.52 0.89 -0.4216
C 3.780794 -5.041591 -5.450147 -1.87 -0.96 0.79 -0.4126
C -2.584565 2.057630 5.162438 -2.46 -1.26 1.80 -0.2532
C -3.503254 4.386463 2.636032 0.87 0.90 -3.07 -0.6713
C -3.439631 3.111668 3.276133 2.78 -0.05 3.94 0.3148
C -0.526168 3.290414 2.524383 -1.96 1.83 -0.60 0.5841
N 2.979435 -4.804871 -4.197340 0.76 -1.44 -0.58 -0.4570
O -2.849596 4.052312 0.398379 4.24 -0.18 -1.86 -0.6647
O -5.025870 4.175960 0.753340 0.62 0.21 -0.42 -0.5984
O -0.691117 4.412506 2.018725 0.74 -1.39 0.20 -0.7106
O 0.628617 2.878086 2.948240 1.23 -0.68 0.35 -0.6934
O -3.084554 3.207653 4.614841 -0.97 1.68 -2.61 -0.4679
H 1.660997 -3.457719 -3.336501 -0.81 -0.45 1.36 0.2018
H 3.313156 -2.853830 -3.257186 0.33 -0.21 0.04 0.1673
H 2.260398 -2.876904 -4.712422 0.97 -0.56 0.39 0.2001
H 3.821137 -6.643481 -3.504613 0.26 2.27 0.64 0.2056
H 4.581173 -4.952081 -2.869517 -0.22 -1.05 -0.05 0.1643
H 3.062668 -5.694164 -2.171573 0.48 0.65 -1.41 0.1991
H 3.481204 -6.065741 -5.899904 0.95 1.45 1.03 0.2027
H 3.457735 -4.345642 -6.168061 -0.50 1.06 -1.03 0.1967
H 4.844707 -4.871753 -5.320870 0.39 -0.44 0.15 0.1750
H -3.119113 1.236868 4.785409 -0.82 -1.51 -1.07 0.1673
H -2.901179 1.956369 6.202773 0.78 0.72 0.24 0.2017
H -1.602117 1.849705 4.942610 2.62 0.19 -0.23 0.1977
H -4.122871 5.061978 3.151122 -1.36 0.70 0.66 0.2702
H -2.532182 4.971051 2.569710 -0.56 -1.14 0.82 0.2970
H -3.688331 2.082809 3.069202 -0.25 0.14 -1.11 0.2063
H -1.976906 4.167278 0.952975 -1.31 -0.13 -0.92 0.5277
H 1.380546 3.479260 2.741008 -0.54 0.09 -0.05 0.4816

=====

13
Properties=species:S:1:pos:R:3:forces:R:3:nbo_charge:R:1 method="wB97M-V/def2-TZVPD" homo_lumo_gap_ev=8.5139 e_tot_ha=-340.43842 total_charge=-1 e_homo_ev=-4.21
N 0.154630 1.335974 0.120432 0.37 1.71 1.70 -0.9386
C 0.507541 1.618320 -1.248175 -1.04 -0.98 0.19 -0.0314
N -0.658473 1.645410 -2.128365 -0.90 0.18 -0.51 -0.8483
H -0.354560 0.527097 0.526468 0.20 -0.34 -1.48 0.4420
H 0.958217 1.444982 0.732403 -0.04 0.07 -0.19 0.3411
H 1.214497 0.860436 -1.593525 0.04 0.02 -0.56 0.1489
H 0.944366 2.612858 -1.384525 0.31 -0.13 0.48 0.1498
H -1.195603 2.503429 -2.017245 0.65 0.33 0.10 0.3337
H -1.387807 1.004912 -1.835296 0.54 -0.78 0.13 0.3569
O -0.915287 -1.028488 1.189208 -0.31 0.00 0.33 -0.8116
C -0.038403 -1.890224 1.441231 0.12 -0.07 -0.26 0.6333
O 0.972371 -2.179535 0.783030 0.19 -0.06 0.01 -0.7678
H -0.189098 -2.489811 2.380390 -0.11 0.05 0.06 -0.0080

=====

64
Properties=species:S:1:pos:R:3:forces:R:3:nbo_charge:R:1 method="wB97M-V/def2-TZVPD" homo_lumo_gap_ev=7.9742 e_tot_ha=-2010.70786 e_homo_ev=-8.71
C 3.556977 -3.619739 1.966644 -0.57 -0.30 0.60 -0.4794
N 2.393747 -3.078664 1.256123 -1.02 1.26 -1.35 0.5286
O 1.278482 -3.348418 1.666524 0.74 0.11 -0.18 -0.3393
O 2.600464 -2.380178 0.240020 1.68 -2.67 2.75 -0.3874
H 4.304014 -2.832436 2.067512 0.16 -0.47 -0.48 0.2371
H 3.762176 -4.509291 1.371081 0.84 0.19 0.16 0.2519
H 3.196111 -3.920281 2.950283 0.10 -0.03 -0.13 0.2396
C 0.803267 -1.296187 -1.045080 -1.25 0.55 2.12 -0.5330
N -0.642831 -1.084163 -0.780350 0.00 0.34 -1.14 0.5627
O -0.952000 0.080469 -0.614427 4.86 -5.55 -3.73 -0.3683
O -1.541109 -1.980553 -0.764347 6.34 1.28 -3.27 -0.4140
H 1.372933 -0.367498 -1.011388 -1.22 -0.30 0.65 0.2503
H 0.933037 -1.689440 -2.053346 -0.46 1.06 2.20 0.2539
H 1.138458 -1.988057 -0.272405 -0.88 0.46 -1.10 0.2612
C 2.526209 -2.122705 -4.574723 -0.22 0.37 -0.80 -0.4884
N 1.875407 -2.833995 -3.457410 2.70 -2.57 -0.98 0.5357
O 0.804781 -2.458699 -3.086488 -1.43 -1.98 -3.06 -0.3382
O 2.472488 -3.848930 -3.050747 -1.05 1.52 -0.08 -0.3798
H 1.929587 -2.368440 -5.453222 -0.03 -0.16 0.00 0.2402
H 3.541132 -2.485256 -4.737788 -0.20 0.20 0.41 0.2430
H 2.414299 -1.044657 -4.459029 0.26 -0.13 0.37 0.2349
C -3.426253 -2.328511 0.419910 -2.35 -0.94 2.74 -0.5338
N -4.511278 -1.345525 0.202291 2.05 -1.18 -2.18 0.5599
O -4.538300 -0.906324 -0.914157 0.78 0.47 -2.78 -0.4429
O -5.309252 -1.019124 0.967773 -3.17 0.54 4.87 -0.3593
H -3.288165 -2.660194 1.448997 -0.71 0.47 0.39 0.1959
H -2.499023 -1.861686 0.087622 -2.10 -0.32 0.88 0.2813
H -3.781900 -3.220077 -0.096551 0.58 0.20 -0.58 0.2172
C -5.757430 2.289153 3.364072 0.50 -0.10 1.93 -0.2532
O -5.170160 1.639101 2.292471 1.75 -0.26 -0.60 -0.5068
C -3.784483 1.457637 2.249273 -1.26 0.57 -0.15 1.0051
O -2.971791 1.524827 3.173092 -1.88 -0.16 -2.13 -0.6591
O -3.616899 1.210629 0.933877 -0.22 0.55 2.78 -0.4877
C -2.303204 1.105366 0.465557 -2.62 0.28 0.49 -0.3263
H -5.827987 3.372097 3.262267 -0.20 0.02 -0.54 0.1730
H -5.124711 2.138006 4.238670 -0.07 -0.04 0.32 0.1865
H -6.722571 1.830317 3.578755 -0.03 0.17 -0.26 0.1900
H -1.595150 0.606347 1.127171 -0.61 0.64 0.96 0.1868
H -1.972747 2.089522 0.133379 -0.72 -0.56 0.12 0.1807
H -2.281790 0.381395 -0.348999 -3.37 1.86 0.99 0.2636
C -0.191947 2.800576 3.461609 0.03 1.60 -0.90 -0.2707
O 0.063222 2.122885 2.194726 0.17 -0.32 -0.13 -0.5192
C -0.271193 2.728220 1.034860 -0.31 1.13 1.22 1.0091
O -0.833189 3.812330 1.015980 1.03 -1.34 -1.12 -0.6438
O 0.052989 1.889575 0.007851 2.26 2.13 2.29 -0.5115
C -0.140320 2.290022 -1.309850 -0.64 1.77 -1.06 -0.2736
H -0.810821 2.231990 4.155746 0.49 -0.40 -0.41 0.2255
H -0.690736 3.755279 3.294741 -0.58 -0.29 -0.41 0.2134
H 0.752755 3.199537 3.831013 0.30 -0.94 0.34 0.1814
H 0.681315 2.821732 -1.789740 0.42 -0.35 0.68 0.1736
H -0.910707 3.060248 -1.346557 -0.53 -0.28 -0.08 0.2079
H -0.407227 1.400327 -1.880204 0.11 0.59 -0.04 0.2128
C 4.171585 -0.219568 0.685549 -0.67 0.96 0.02 -0.2439
O 3.347640 -0.157192 -0.510018 0.21 1.09 -0.95 -0.5311
C 3.402917 0.956571 -1.326071 -0.12 -1.38 0.84 1.0029
O 4.200702 1.834982 -1.190292 -0.66 0.15 -0.71 -0.5956
O 2.387433 0.805049 -2.272683 1.58 0.05 0.76 -0.5348
C 2.275928 1.814404 -3.266296 0.13 1.51 -0.06 -0.2690
H 3.594504 -0.768773 1.429510 0.10 -0.05 -0.37 0.1877
H 4.270082 0.776441 1.117258 0.40 0.08 -0.34 0.2074
H 5.132635 -0.701421 0.505859 -0.11 0.15 -0.20 0.1918
H 3.067948 1.823534 -4.015099 0.18 -0.41 0.19 0.1925
H 2.258810 2.798292 -2.797506 0.50 0.00 0.04 0.1995
H 1.311139 1.799124 -3.773297 0.00 -0.87 0.17 0.2053

=====

9
Properties=species:S:1:pos:R:3:forces:R:3:nbo_charge:R:1 method="wB97M-V/def2-TZVPD" homo_lumo_gap_ev=11.2177 e_tot_ha=-375.44636 e_homo_ev=-11.18
O 1.709591 0.607807 -1.884033 -0.19 -0.28 0.71 -0.4376
C 1.566676 -0.088632 -0.912388 0.08 0.21 -0.54 0.3877
C 0.308446 -0.018348 -0.069346 -0.22 0.14 -0.15 0.4073
N -0.739441 -0.765345 -0.204289 0.29 0.21 0.05 -0.4666
C -1.601417 -0.178053 0.689773 -0.11 0.15 0.21 0.1352
N -1.115815 0.837851 1.339764 -0.22 -0.31 -0.19 -0.1213
O 0.170300 0.954694 0.833406 0.27 -0.13 -0.25 -0.2659
H 2.322027 -0.839784 -0.632966 -0.08 -0.01 0.13 0.1427
H -2.620366 -0.510189 0.840079 0.18 0.02 0.04 0.2185